Density functional theory data (the ωB97M-V functional and the def2-TZVPD basis) for an isolated molecule of C7H17N in a non-equilibrium geometry.

Structure (XYZ):
```
25
Properties=species:S:1:pos:R:3:forces:R:3
C 3.19266 -0.17589 1.27208 0.05 0.35 -0.09
C 1.97800 0.68460 0.88657 -0.29 -1.55 0.21
N 0.99660 -0.18918 0.21681 -0.62 0.89 0.83
C -0.29290 0.45134 -0.08403 0.03 0.11 0.49
C -0.28612 1.12714 -1.45735 -0.63 -0.59 0.44
C -1.44779 -0.54342 0.12058 0.25 0.40 -1.37
C -2.77444 0.20270 0.12434 -0.77 -0.25 1.92
C -1.46044 -1.66795 -0.93060 -0.92 0.37 0.82
H 4.13595 0.34011 1.09874 0.03 0.05 0.03
H 3.13074 -0.41885 2.31884 0.12 -0.22 0.44
H 3.22044 -1.11803 0.72905 -0.09 0.02 -0.16
H 1.44553 0.96571 1.79196 0.28 0.62 0.08
H 2.31733 1.54772 0.32207 -0.26 0.38 -0.22
H 1.36481 -0.48138 -0.64418 0.81 -0.69 -1.30
H -0.44507 1.21403 0.68950 0.06 0.08 -0.09
H -1.28758 1.48167 -1.70812 0.11 0.34 0.05
H 0.42891 1.94381 -1.44975 0.08 0.03 -0.35
H -0.07207 0.36055 -2.20378 0.39 0.19 -0.17
H -1.30771 -0.95790 1.10040 0.18 -0.32 0.54
H -3.22763 0.48501 -0.81820 0.33 0.24 -0.24
H -3.54944 -0.34926 0.67876 0.11 -0.54 -0.53
H -2.70263 1.02778 0.84666 0.19 0.51 -0.71
H -1.93546 -1.27479 -1.82740 0.32 -0.11 -0.36
H -0.49608 -2.12766 -1.12380 0.06 0.02 -0.03
H -2.16277 -2.40734 -0.53914 0.19 -0.34 -0.22
```
Forces are in eV/Å.

For the largest force on an atom, the calculation gives 2.08 eV/A. As for the SMILES: CCN[C@@H](C)C(C)C. The net charge is 0. The total energy is -331.64305 Ha.


Density functional theory data (the ωB97M-V functional and the def2-TZVPD basis) for a structure of composition C7H17N in a non-equilibrium geometry.

Structure (XYZ):
```
25
Properties=species:S:1:pos:R:3:forces:R:3
C 2.17779 0.84738 -0.18230 -0.52 0.52 1.22
C 2.32789 0.35850 1.27978 1.18 1.86 0.14
C 0.80629 0.48802 -0.77015 3.67 -2.54 -1.30
N 0.44077 -0.77911 -0.97431 1.48 2.89 0.91
C -2.72173 0.53727 0.77265 -1.00 1.86 0.79
C -1.84993 0.12986 -0.37306 0.27 -0.56 -1.28
C -0.52794 -0.54043 0.12276 -4.22 -1.96 -0.05
C -0.91043 -1.99551 0.61421 1.32 -0.36 -1.20
H 2.87826 0.31651 -0.79416 0.59 -0.29 -0.49
H 2.39642 1.94715 -0.20622 -0.34 -0.88 -0.26
H 2.19048 -0.67637 1.33463 -0.38 -1.66 0.04
H 1.58649 0.85783 1.92667 0.47 -0.15 -0.13
H 3.37620 0.55847 1.67078 -1.31 -0.03 -0.46
H 0.48702 1.38038 -1.26903 -2.11 0.75 0.05
H 2.06600 0.51583 -3.62671 -1.77 0.47 -0.67
H 1.32986 0.70554 -3.89747 1.78 -0.46 0.66
H -3.07175 -0.27218 1.42986 0.10 0.07 -0.47
H -2.19605 1.25992 1.44954 -0.24 -0.51 -0.48
H -3.61652 1.11387 0.40532 0.66 -0.70 0.39
H -1.57060 0.99107 -1.03339 -0.49 -0.49 0.70
H -2.41880 -0.57005 -1.05900 0.82 0.51 0.76
H -0.28649 -0.05027 1.06583 0.73 0.42 0.13
H -1.22260 -2.61406 -0.26367 0.00 0.76 0.59
H -0.01791 -2.51704 0.99187 -0.16 0.36 0.03
H -1.65270 -1.99261 1.38557 -0.53 0.12 0.36
```
Forces are in eV/Å.

For the largest force on an atom, the calculation gives 4.65 eV/A. The net charge is 0. The total energy is -331.47365 Ha.


Density functional theory data (the ωB97M-V functional and the def2-TZVPD basis) for the ion C7H17N2O2 with charge +1 in a non-equilibrium geometry.

Structure (XYZ):
```
28
Properties=species:S:1:pos:R:3:forces:R:3
C 2.55892 0.33167 0.16115 -1.19 -0.87 -1.65
C 1.35032 0.77704 0.97538 -0.30 -3.38 -2.19
N -0.05088 0.29306 0.38921 1.38 -0.63 -0.84
C -0.91665 0.67291 1.50122 -1.68 1.34 -0.83
C -0.29740 0.84325 -1.03077 0.56 2.41 1.86
C -0.58625 2.35012 -1.00564 -1.13 1.47 -2.31
C -0.12126 -1.21445 0.28799 -0.51 0.10 1.28
C -1.45798 -1.85231 -0.16522 0.69 1.14 -1.10
N -1.08725 -2.94334 -1.10687 2.19 -2.42 -0.67
O -1.47490 -4.08932 -0.88314 -0.28 1.94 -0.20
O -0.20705 -2.68205 -1.93801 -1.54 0.12 0.47
H 2.56790 0.85103 -0.89123 0.71 -0.59 2.37
H 3.38265 0.44254 0.86452 0.53 0.42 -0.76
H 2.50584 -0.76827 -0.09203 0.13 1.09 0.45
H 1.31661 1.79577 1.02969 -0.39 2.72 0.08
H 1.30981 0.37469 1.96325 0.44 -0.36 0.59
H -1.94594 0.32513 1.22829 0.61 1.01 0.71
H -0.52729 0.10917 2.29784 -0.14 -0.79 1.28
H -0.72472 1.75028 1.79010 -1.01 -1.12 -0.69
H 0.65533 0.76864 -1.48732 0.66 -0.78 -0.67
H -1.05332 0.32159 -1.56367 -0.43 -0.69 -0.15
H -1.72680 2.58211 -0.95157 2.10 -0.33 -0.07
H -0.07281 2.90842 -0.21521 -0.11 -0.26 -0.11
H -0.15691 2.82714 -2.03667 -1.26 -1.18 2.44
H 0.66804 -1.63720 -0.24872 1.02 0.20 -1.78
H 0.16946 -1.61485 1.24332 -0.47 0.12 0.98
H -1.95095 -2.33614 0.62563 -0.87 -0.38 0.98
H -2.12653 -1.18664 -0.74152 0.28 -0.27 0.50
```
Forces are in eV/Å.

For the largest force on an atom, the calculation gives 4.04 eV/A. As for the SMILES: CC[N+](C)(CC)CC[N+](=O)[O-]. The net charge is +1. The total energy is -536.49159 Ha.


Density functional theory data (the ωB97M-V functional and the def2-TZVPD basis) for the ion C7H17N2OS2 with charge +1 in a non-equilibrium geometry.

Structure (XYZ):
```
29
Properties=species:S:1:pos:R:3:forces:R:3
C -0.96574 1.26235 2.96967 -1.86 -1.73 2.32
C -0.37124 1.34346 1.64463 0.96 -3.42 -0.34
C 0.38894 0.08195 1.11897 -0.12 2.57 -2.78
C -0.22410 -0.23679 -0.32895 0.66 1.24 0.06
C -1.45315 -1.15378 -0.19444 0.26 3.03 2.32
N 0.83923 -1.01317 -1.19475 -1.71 -1.33 -2.44
C 1.89053 -0.11522 -1.80412 1.00 -1.37 -0.51
C 1.46235 -2.14542 -0.48624 0.16 0.54 1.52
N -0.44704 2.42720 1.05778 -1.89 3.30 1.29
O 0.18650 2.65561 -0.08062 1.51 -1.07 -2.36
S 0.27854 4.24794 -0.63307 -0.22 0.39 0.06
S -0.90399 4.46224 -2.26316 -0.96 0.30 0.74
H -0.36098 1.72944 3.71557 0.69 0.78 0.32
H -0.96897 0.17560 3.42325 -0.63 1.91 -1.28
H -1.95817 1.80244 3.02599 0.97 -0.97 -0.05
H 1.42272 0.57304 1.00834 -0.89 -1.70 0.31
H 0.20204 -0.82621 1.67279 0.74 0.22 0.78
H -0.38529 0.77364 -0.89406 0.08 -2.19 0.92
H -1.11468 -2.04123 0.27381 -0.03 -1.20 0.20
H -1.83814 -1.26451 -1.16060 -1.21 -0.56 -1.16
H -2.18662 -0.65885 0.57506 1.13 -0.86 -1.80
H 0.36543 -1.56205 -2.00362 0.30 1.91 1.41
H 2.05397 -0.28604 -2.89293 -0.50 -0.16 0.84
H 1.65005 0.89695 -1.65239 -0.50 1.22 0.28
H 2.84081 -0.33986 -1.30915 -0.20 0.18 -0.03
H 1.97204 -1.63015 0.28314 0.72 0.02 1.31
H 0.79905 -2.88481 -0.01998 -0.09 0.39 -0.66
H 2.23685 -2.57614 -1.06128 0.41 -0.71 -1.01
H -2.08446 5.04696 -1.74822 1.22 -0.70 -0.27
```
Forces are in eV/Å.

For the largest force on an atom, the calculation gives 4.02 eV/A. As for the SMILES: C/C(C[C@H](C)[NH+](C)C)=N/OSS. The net charge is +1. The total energy is -1257.66500 Ha.


Density functional theory data (the ωB97M-V functional and the def2-TZVPD basis) for an isolated molecule of C7H17N3 in a non-equilibrium geometry.

Structure (XYZ):
```
27
Properties=species:S:1:pos:R:3:forces:R:3
C -3.29127 1.18020 0.36769 1.65 0.18 1.34
N -2.68679 0.33453 -0.33904 0.18 -0.88 -0.67
C -1.38690 0.50618 -0.90317 1.76 -2.10 0.45
C -0.10347 -0.21448 0.28729 -0.96 1.36 -2.50
C -0.22475 0.52033 1.63910 -5.09 1.91 -5.29
N -0.48702 -1.53197 0.47898 -0.16 -2.98 0.68
N -0.19525 -2.62877 -0.38354 0.88 0.28 1.00
C 1.27564 -0.11437 -0.49953 -1.55 1.02 0.96
C 1.46444 1.32282 -1.05898 1.01 -2.25 -2.06
C 2.47885 -0.57653 0.28829 0.47 -0.05 1.06
H -4.12951 0.84690 0.96324 -0.63 0.13 -0.35
H -2.77753 2.09178 0.73692 -0.45 0.18 -0.56
H -1.28558 -0.18391 -1.86449 -0.09 1.72 1.92
H -1.01321 1.51314 -1.01476 -0.34 0.47 -0.40
H -1.09971 0.08676 2.04505 -1.00 -0.65 0.85
H 0.49330 0.39692 2.27989 4.45 -0.42 3.34
H -0.61532 1.57652 1.47849 1.27 -0.91 0.27
H -1.35762 -1.80312 0.92187 0.17 1.07 0.03
H -0.24424 -2.42779 -1.35761 -0.50 0.57 -0.91
H 0.77930 -2.84648 -0.21480 0.03 -0.40 -0.05
H 1.25284 -0.83824 -1.32182 -0.42 0.51 -0.19
H 0.92717 1.41039 -2.00152 -0.34 0.09 0.04
H 2.50202 1.33898 -1.40653 0.13 0.45 0.28
H 1.24788 2.17934 -0.49191 -0.27 0.77 1.31
H 2.35141 -1.61929 0.62537 0.01 0.47 0.25
H 2.80494 0.08190 1.13466 -0.58 -0.57 -0.53
H 3.32040 -0.60173 -0.38912 0.37 0.04 -0.26
```
Forces are in eV/Å.

For the largest force on an atom, the calculation gives 7.59 eV/A. As for the SMILES: C=NC[C@@](C)(NN)C(C)C. The net charge is 0. The total energy is -441.04001 Ha.


Density functional theory data (the ωB97M-V functional and the def2-TZVPD basis) for a cluster of 2 separate species, C7H17N3 in total in a non-equilibrium geometry.

Structure (XYZ):
```
27
Properties=species:S:1:pos:R:3:forces:R:3
C -1.13431 0.06477 -2.34094 -3.06 1.92 -2.05
C 1.27254 1.35752 2.20054 0.54 3.44 0.94
C 0.23794 0.88355 1.24424 1.67 -2.40 0.58
C 2.00961 0.08280 2.61185 1.76 2.38 -1.76
C 0.68708 -0.33732 0.80230 -2.71 3.27 -0.45
C -3.38402 1.10886 -2.38020 0.04 0.25 -1.83
C 1.91640 -2.19265 1.83259 1.61 -1.06 -1.66
N -2.01136 0.98532 -1.99441 0.75 -0.42 1.53
N -1.38302 -0.81249 -3.28531 -0.46 -0.13 0.88
N 1.89359 -0.78729 1.39153 -1.23 0.34 2.94
H 1.90846 2.13953 1.66080 -0.27 -1.32 0.21
H 0.88777 2.11950 2.97894 0.39 -2.03 -0.45
H -0.16491 0.26597 -2.10201 2.61 0.18 0.89
H -0.66500 1.48463 1.16153 0.13 -0.53 -0.86
H 3.06251 0.11551 2.84179 0.36 0.63 0.09
H 1.56635 -0.36133 3.41917 -1.52 -1.44 1.75
H 0.41947 -0.80411 -0.08955 -0.83 -1.21 -0.94
H -3.96697 1.69789 -1.64699 0.39 -0.49 -0.54
H -3.28100 1.61891 -3.38175 -1.08 -0.44 0.84
H -3.71376 0.09428 -2.48214 -1.14 -0.21 -0.19
H 1.77843 -2.71784 0.86715 -0.38 -0.57 1.03
H 2.97230 -2.38177 2.12339 -0.76 -0.06 0.14
H 1.23421 -2.39682 2.64953 -0.25 -0.01 -0.33
H -1.80183 1.77458 -1.42191 1.35 -0.02 0.59
H -0.68819 -1.23334 -3.83021 1.57 -0.75 -0.30
H -2.28263 -1.09678 -3.58253 -1.17 0.18 -0.14
H 2.63033 -0.67187 0.75261 1.68 0.47 -0.93
```
Forces are in eV/Å.

For the largest force on an atom, the calculation gives 4.27 eV/A. The net charge is +2. The total energy is -440.52517 Ha.